{
  "formula": "C4H6N2OS",
  "method": "ωB97M-V/def2-TZVPD",
  "total_charge": 0,
  "gap_ev": 9.6279,
  "molar_mass_g_mol": 130.17,
  "e_homo_ev": -8.924,
  "relative_energy_ev": 1.974,
  "species": ["C", "C", "C", "C", "O", "N", "N", "S", "H", "H", "H", "H", "H", "H"],
  "positions_angstrom": [[-1.3302, 1.5099, -0.0855], [-0.2381, 0.4816, -0.0792], [1.1239, 0.6464, -0.0754], [1.6158, -0.6831, -0.0804], [2.9184, -1.0073, -0.0750], [0.6797, -1.5808, -0.1039], [-0.4780, -0.8613, -0.1006], [-1.9815, -1.6280, -0.1564], [-1.9777, 1.4168, -0.9387], [-0.8968, 2.5100, -0.0857], [-1.9736, 1.4279, 0.7634], [1.6744, 1.5791, -0.0357], [2.9761, -1.9822, -0.1013], [-2.1124, -1.8289, 1.1543]],
  "forces_ev_per_a": [[0.734, 0.021, -0.131], [-0.217, 0.498, -0.101], [-0.208, -0.024, 0.155], [0.343, 0.644, -0.051], [0.283, -0.682, -0.009], [-0.211, -0.560, 0.010], [-0.266, 0.150, -0.048], [0.201, 0.112, -0.282], [-0.158, -0.099, -0.563], [0.036, -0.095, -0.026], [-0.331, -0.135, 0.759], [-0.104, -0.299, -0.065], [-0.017, 0.540, 0.019], [-0.085, -0.070, 0.331]]
}


{
  "formula": "C5H11N",
  "method": "ωB97M-V/def2-TZVPD",
  "total_charge": 0,
  "gap_ev": 10.5801,
  "molar_mass_g_mol": 85.15,
  "e_homo_ev": -9.416,
  "relative_energy_ev": 1.403,
  "species": ["C", "C", "C", "C", "C", "N", "H", "H", "H", "H", "H", "H", "H", "H", "H", "H", "H"],
  "positions_angstrom": [[-0.6493, -0.1063, -2.7027], [0.1500, 0.5961, -1.9351], [0.7867, 0.0315, -0.6331], [-0.0291, 0.6530, 0.4974], [-0.5541, -0.3560, 1.5283], [0.3332, -0.5711, 2.6835], [-1.1567, 0.3694, -3.5382], [-0.8700, -1.1526, -2.5124], [0.5830, 1.5836, -2.0980], [1.8565, 0.2059, -0.6518], [0.7791, -1.0666, -0.7092], [0.6525, 1.3102, 1.0709], [-0.7894, 1.3181, 0.1002], [-1.4888, 0.1262, 1.8387], [-0.8620, -1.3051, 1.0849], [1.0352, -1.2641, 2.4548], [-0.2017, -0.9745, 3.4440]],
  "forces_ev_per_a": [[-0.652, 0.392, -0.731], [2.341, -0.753, 1.509], [-0.764, -0.384, -2.151], [1.988, -0.312, 1.244], [-0.969, 0.688, -0.006], [-0.203, 0.142, -0.241], [0.157, -0.233, -0.095], [-0.053, 0.162, 0.151], [-0.964, 0.159, -0.513], [0.180, 0.702, 0.349], [-0.648, 0.114, 0.425], [-0.379, -0.107, -0.113], [-0.343, -0.309, -0.027], [0.135, -0.366, 0.667], [0.067, 0.002, -0.393], [0.103, 0.040, -0.072], [0.005, 0.064, -0.004]]
}


{
  "formula": "C3H9Cl2NP",
  "method": "ωB97M-V/def2-TZVPD",
  "total_charge": 1,
  "gap_ev": 10.0665,
  "molar_mass_g_mol": 160.99,
  "e_homo_ev": -14.492,
  "relative_energy_ev": 0.319,
  "species": ["C", "N", "C", "P", "C", "Cl", "Cl", "H", "H", "H", "H", "H", "H", "H", "H", "H"],
  "positions_angstrom": [[0.3815, -0.1971, -2.0247], [0.2733, 0.3104, -0.6401], [1.4775, -0.0139, 0.1015], [-1.1690, 0.0025, 0.1667], [-0.8082, 0.3036, 1.9187], [-2.3385, 1.4784, -0.4220], [-1.8707, -1.8219, 0.1799], [1.2776, 0.2628, -2.4929], [0.3342, -1.4297, -2.1755], [-0.5659, 0.0490, -2.5184], [1.6892, 0.7857, 0.7869], [1.4492, -0.9356, 0.6289], [2.3294, 0.1030, -0.5165], [-1.8343, 0.2837, 2.3928], [-0.4574, 1.3162, 2.2988], [-0.1680, -0.4971, 2.3159]],
  "forces_ev_per_a": [[-1.206, -2.348, -0.886], [-1.059, -1.819, -0.584], [0.177, 1.413, 1.042], [2.735, 2.424, 1.287], [-1.375, 0.905, 1.129], [-0.472, -0.793, -0.227], [-0.380, -0.075, -0.600], [-0.845, -0.497, 0.139], [0.797, 3.024, 0.867], [0.464, 0.516, -0.402], [-0.286, 0.292, 0.865], [0.224, -1.018, 0.171], [0.640, -0.608, -1.091], [0.955, -0.532, -0.296], [0.008, -1.104, -1.321], [-0.376, 0.221, -0.093]]
}


{
  "formula": "C5H7NO",
  "method": "ωB97M-V/def2-TZVPD",
  "total_charge": 0,
  "gap_ev": 10.1967,
  "molar_mass_g_mol": 97.12,
  "e_homo_ev": -9.449,
  "relative_energy_ev": 3.788,
  "species": ["H", "N", "C", "C", "C", "C", "H", "H", "H", "H", "C", "O", "H", "H"],
  "positions_angstrom": [[-0.1788, 1.3508, -0.5097], [-0.8613, 0.5931, -0.5005], [-0.3326, -0.5540, -0.4407], [1.1317, -0.8948, -0.5115], [2.0136, 0.2653, -0.4094], [2.7349, 1.2274, -0.3606], [-1.0067, -1.4170, -0.3610], [1.3840, -1.6518, 0.2413], [1.2615, -1.3729, -1.4896], [3.4025, 2.0603, -0.3332], [-2.3892, 0.1053, 1.1524], [-3.3222, -0.3901, 0.5736], [-2.2795, 1.1819, 1.3752], [-1.5579, -0.5035, 1.5735]],
  "forces_ev_per_a": [[0.237, -0.056, -0.188], [0.481, -0.218, -0.103], [-0.116, 0.273, -0.272], [0.091, -0.003, -0.092], [0.414, 0.378, -0.054], [-0.277, -0.394, -0.029], [0.138, 0.155, -0.135], [-0.062, 0.137, -0.086], [0.178, -0.065, 0.074], [-0.139, -0.110, 0.033], [-0.384, -0.238, 0.307], [0.176, 0.159, 0.417], [-0.317, -0.042, -0.036], [-0.419, 0.023, 0.165]]
}